No. 1
Density functional theory data (ωB97M-V/def2-TZVPD) for a gas-phase ion, C4H8NO2S (charge -1) in a non-equilibrium geometry.

Geometry as XYZ:
```
16
Properties=species:S:1:pos:R:3:nbo_charge:R:1
C 1.515 -0.621 -0.026 0.88
C -1.134 -0.172 -1.532 -0.62
C 0.785 1.343 1.359 -0.41
C -0.918 0.102 -0.055 -0.11
N 0.440 0.430 0.294 -0.54
O 1.174 -1.761 -0.447 -0.78
O 2.695 -0.230 0.103 -0.77
S -1.408 -1.479 0.783 -0.24
H -0.737 -1.114 -1.944 0.23
H -2.117 -0.408 -1.837 0.20
H -0.861 0.604 -2.090 0.19
H 0.439 2.294 1.011 0.17
H 0.370 1.005 2.264 0.16
H 1.794 1.216 1.559 0.24
H -1.740 0.713 0.196 0.20
H -0.296 -1.923 0.362 0.19
```

Calculated values
- Highest occupied orbital energy: -4.2 eV
- SMILES: C[C@@H](S)N(C)C(=O)[O-]
- F_max: 0.086 hartree/bohr
- Total charge: -1
- Kohn-Sham gap: 7.69 eV
- LUMO: 0.130 Ha
- Energy above the lowest of the compared OMol25 structures with the same formula, charge and spin: 1.402 eV

***

No. 2
Density functional theory data (ωB97M-V/def2-TZVPD) for a molecular structure, C19H19Br4CrF7N4O8S2Si.

Geometry as XYZ:
```
65
Properties=species:S:1:pos:R:3:nbo_charge:R:1
Cr -0.409 0.504 0.483 1.51
C -2.965 1.338 2.895 -1.14
Si -3.677 0.814 1.256 1.82
C -4.636 2.279 0.569 -1.13
C -4.855 -0.606 1.631 -1.13
N -2.406 0.362 0.163 -1.11
C -2.687 0.223 -1.172 0.22
C -3.940 -0.051 -1.759 -0.29
C -4.100 -0.177 -3.130 -0.19
C -3.033 -0.035 -4.008 -0.27
C -1.780 0.255 -3.480 -0.25
C -1.674 0.373 -2.123 0.29
F -0.420 0.701 -1.594 -0.32
H -3.789 1.607 3.563 0.23
H -2.304 2.199 2.786 0.25
H -2.414 0.515 3.344 0.24
H -5.307 2.680 1.334 0.23
H -5.235 2.035 -0.310 0.23
H -3.929 3.065 0.290 0.25
H -5.709 -0.248 2.213 0.22
H -4.335 -1.360 2.225 0.24
H -5.241 -1.109 0.744 0.23
H -4.800 -0.184 -1.119 0.21
H -5.086 -0.398 -3.520 0.20
H -3.166 -0.143 -5.075 0.21
H -0.903 0.392 -4.098 0.23
Br 4.665 5.132 1.148 0.07
C 2.969 4.309 1.015 -0.17
C 1.806 5.050 1.164 -0.15
Br 1.883 6.908 1.502 0.07
C 0.557 4.417 1.070 -0.20
Br -1.076 5.338 1.286 0.07
C 0.475 3.059 0.819 0.30
O -0.655 2.378 0.718 -0.71
C 1.660 2.302 0.655 0.24
O 1.488 1.018 0.425 -0.77
C 2.888 2.931 0.766 -0.17
Br 4.416 1.832 0.583 0.05
C -0.087 0.892 4.887 -0.25
O 1.057 0.273 4.285 -0.49
C 0.909 -0.186 3.051 0.95
O -0.139 -0.024 2.405 -0.68
N 2.014 -0.797 2.635 -0.42
N 2.049 -1.434 1.414 -0.65
H 0.253 1.228 5.861 0.19
H -0.886 0.161 4.995 0.20
H -0.428 1.732 4.287 0.21
H 2.811 -0.771 3.252 0.39
H 2.285 -2.410 1.512 0.38
H 2.598 -0.916 0.741 0.39
F -2.215 -4.832 -0.277 -0.31
C -1.859 -3.637 -0.746 0.72
F -2.940 -2.871 -0.837 -0.31
F -1.338 -3.794 -1.965 -0.31
S -0.603 -2.880 0.369 2.31
O -0.483 -1.552 -0.213 -0.95
O 0.526 -3.759 0.295 -0.92
N -1.349 -2.811 1.729 -1.24
S -1.001 -3.716 2.980 2.27
O 0.021 -3.138 3.810 -0.95
O -0.968 -5.126 2.733 -0.92
C -2.564 -3.424 3.909 0.72
F -2.713 -2.135 4.224 -0.32
F -2.519 -4.127 5.045 -0.32
F -3.629 -3.815 3.213 -0.31
```

Calculated values
- ⟨S²⟩: 3.771
- Highest occupied orbital energy (alpha / beta): -5.2 / -5.3 eV
- F_max: 0.011 hartree/bohr
- Total charge: -1
- 2S+1: 4
- Kohn-Sham gap (alpha / beta): 7.32 / 7.48 eV
- LUMO (alpha / beta): 0.079 / 0.078 Ha
- Energy above the lowest of the compared OMol25 structures with the same formula, charge and spin: 0.000 eV

***

No. 3
Density functional theory data (ωB97M-V/def2-TZVPD) for a single C4H7ClO molecule in a non-equilibrium geometry.

Geometry as XYZ:
```
13
Properties=species:S:1:pos:R:3:nbo_charge:R:1
C -0.365 0.284 0.345 0.04
C 0.456 -0.145 1.624 -0.32
C 0.210 -0.205 -0.940 -0.22
C 0.326 0.722 -1.931 -0.36
H -1.708 -1.057 0.340 0.48
H -0.249 1.298 0.278 0.18
H -0.018 0.157 2.557 0.22
H 1.491 0.144 1.578 0.22
H 0.453 -1.206 -1.268 0.22
H 0.726 0.426 -2.908 0.20
H -0.046 1.679 -1.761 0.18
O -1.688 -0.071 0.459 -0.69
Cl 0.412 -2.027 1.627 -0.15
```

Calculated values
- Highest occupied orbital energy: -10.0 eV
- SMILES: C=C[C@@H](O)CCl
- F_max: 0.071 hartree/bohr
- Total charge: 0
- Kohn-Sham gap: 10.97 eV
- LUMO: 0.035 Ha
- Energy above the lowest of the compared OMol25 structures with the same formula, charge and spin: 1.383 eV